Entry 1:
Computed, not measured: 2 unconnected molecules or ions with the total composition C5H12FIN2, with the ωB97M-V functional and the def2-TZVPD basis.

Geometry as ORCA input:
```
! wB97M-V def2-TZVPD RIJCOSX def2/J DEFGRID3
* xyz 0 1
C -2.34 -1.06 0.49
C -1.21 -1.54 -0.31
C -0.22 -0.32 -0.62
C 0.11 0.35 0.66
C 2.46 0.91 0.70
N 2.45 2.06 -1.40
N 2.84 1.92 -0.01
F 2.66 1.02 2.03
I 3.62 -0.95 0.02
H -3.02 -1.86 0.52
H -2.76 -0.15 0.22
H -2.09 -1.04 1.49
H -1.52 -2.12 -1.23
H -0.83 -2.28 0.28
H 0.75 -0.87 -0.96
H -0.43 0.23 -1.50
H -0.03 1.36 0.82
H -0.12 -0.26 1.47
H 1.47 1.79 -1.26
H 2.98 1.15 -1.75
H 3.77 2.39 0.25
*
```

LUMO energy (alpha / beta)   -0.013 / -0.013 Eh
Energy above the lowest of the compared OMol25 structures with the same formula, charge and spin   2.956 eV
E   -704.58541 Ha
HOMO-LUMO gap (alpha / beta)   7.688 / 7.685 eV
HOMO (alpha / beta)   -8.0 / -8.0 eV


Entry 2:
Computed, not measured: a single C5H12FO5PS molecule, with the ωB97M-V functional and the def2-TZVPD basis.

Geometry as ORCA input:
```
! wB97M-V def2-TZVPD RIJCOSX def2/J DEFGRID3
* xyz 0 1
C 0.04 2.56 0.19
O -0.77 1.36 -0.07
C -0.14 0.13 0.44
C 0.49 -0.83 -0.73
O 1.15 -2.05 -0.24
C 2.24 -1.76 0.70
S 1.56 0.16 -1.96
O 0.52 1.00 -2.80
O 2.27 -0.76 -3.00
F 2.68 1.21 -1.19
P -1.58 -0.87 1.28
C -2.92 -1.02 -0.10
O -2.26 0.06 2.63
H 0.12 3.17 -0.83
H 1.15 2.35 0.52
H -0.42 3.27 1.04
H 0.59 0.40 1.32
H -0.44 -1.20 -1.38
H 2.64 -0.65 0.66
H 3.14 -2.53 0.65
H 1.80 -1.88 1.80
H -2.62 -0.29 -0.98
H -4.00 -0.72 0.26
H -2.83 -2.11 -0.52
H -2.42 1.00 2.32
*
```

LUMO energy   -0.034 Eh
E   -1413.10423 Ha
Structure (SMILES)   CO[C@H]([C@H](OC)S(=O)(=O)F)P(C)O
HOMO-LUMO gap   8.041 eV
HOMO   -9.0 eV